# 1
Computed, not measured: 2 unconnected molecules or ions with the total composition C7H20N5O5P2, with ωB97M-V/def2-TZVPD.

Calculated values
Total charge = +1
Kohn-Sham gap = 6.792 eV

XYZ file:
```
39
Properties=species:S:1:pos:R:3:nbo_charge:R:1
C 3.353 2.920 0.369 -1.019
P 1.748 2.242 -0.357 1.187
O 1.457 3.249 -1.757 -0.933
N 0.344 2.582 0.753 -0.867
C -0.790 2.755 -0.202 0.683
N -1.278 4.060 -0.621 -0.893
P -2.995 4.355 -0.219 1.374
N -3.463 3.653 1.329 -1.132
O -3.927 3.482 -1.393 -0.916
N -1.356 1.638 -0.688 -0.263
O -0.968 0.373 -0.312 -0.259
C -2.187 -0.403 -0.328 0.460
N -3.282 -0.913 -0.462 -0.253
H 3.207 3.356 1.436 0.255
H 3.805 3.778 -0.270 0.273
H 4.197 2.127 0.430 0.296
H 1.544 4.175 -1.400 0.466
H 0.521 3.516 1.171 0.390
H -0.661 4.834 -0.334 0.434
H -3.720 2.656 1.263 0.384
H -2.761 3.838 2.061 0.406
H -4.057 2.575 -0.999 0.469
H -2.130 1.665 -1.386 0.448
C 1.930 -4.384 1.720 -0.257
O 0.603 -3.889 1.585 -0.546
C 0.547 -2.697 0.808 -0.084
C 0.034 -2.980 -0.601 -0.086
O 0.978 -3.740 -1.349 -0.548
C 0.605 -5.109 -1.456 -0.258
H 1.879 -5.377 2.172 0.201
H 2.430 -4.466 0.752 0.181
H 2.506 -3.729 2.381 0.168
H 1.523 -2.201 0.778 0.178
H -0.159 -2.025 1.310 0.164
H -0.094 -2.027 -1.126 0.159
H -0.940 -3.482 -0.571 0.186
H -0.252 -5.210 -2.128 0.172
H 0.364 -5.539 -0.480 0.182
H 1.447 -5.659 -1.880 0.199
```

***

# 2
Computed, not measured: 4 unconnected molecules or ions with the total composition C35H69NO6, with ωB97M-V/def2-TZVPD.

Calculated values
Total charge = 0
Kohn-Sham gap = 9.412 eV
SMILES string = CCCCCCCCCCCCCCC[C@@H](CCN(CC)C(C)=O)OC=O.C1CCOC1.C1CCOC1.C1CCOC1

XYZ file:
```
111
Properties=species:S:1:pos:R:3:mulliken_charge:R:1
C 5.551 -3.820 4.050 -1.026
C 5.295 -2.556 3.029 -0.172
C 4.967 -3.174 1.553 -0.305
C 4.324 -2.058 0.577 -0.503
C 4.590 -0.535 1.058 -0.339
C 4.291 0.520 -0.132 -0.902
C 2.758 0.479 -0.639 -0.150
C 1.739 1.087 0.465 -0.534
C 0.540 1.945 -0.204 -0.460
C -0.922 1.287 0.072 -0.322
C -1.397 1.561 1.589 -0.689
C -2.831 2.271 1.698 -0.775
C -4.072 1.257 1.752 -0.360
C -5.406 1.971 2.372 -0.482
C -6.083 1.102 3.539 -1.089
C -7.062 -0.071 3.047 0.224
C -7.893 0.248 1.712 -0.815
C -7.072 -0.215 0.411 -0.802
N -7.587 -1.406 -0.300 0.284
C -8.711 -1.155 -1.233 -0.418
C -10.081 -1.925 -0.934 -0.932
C -7.688 -2.623 0.500 0.321
C -6.744 -3.866 0.041 -1.103
O -8.381 -2.824 1.527 -0.503
O -6.301 -1.315 3.004 -0.274
C -6.624 -2.185 4.070 0.158
O -6.304 -3.405 4.025 -0.507
H 6.443 -4.456 3.715 0.121
H 4.639 -4.506 4.131 0.348
H 5.812 -3.369 5.067 0.331
H 6.225 -1.874 3.012 0.201
H 4.359 -2.014 3.414 0.281
H 5.919 -3.551 1.042 0.020
H 4.271 -4.077 1.697 0.268
H 3.193 -2.261 0.538 0.189
H 4.776 -2.225 -0.467 0.195
H 4.000 -0.302 2.014 0.208
H 5.703 -0.410 1.333 0.270
H 4.599 1.580 0.210 0.381
H 4.983 0.211 -1.002 0.318
H 2.707 1.039 -1.642 0.188
H 2.526 -0.621 -0.887 0.100
H 2.347 1.806 1.112 0.342
H 1.316 0.257 1.136 0.208
H 0.546 3.029 0.194 0.371
H 0.743 2.031 -1.336 -0.038
H -1.700 1.776 -0.624 0.059
H -0.855 0.165 -0.171 0.332
H -1.439 0.589 2.194 0.283
H -0.623 2.243 2.079 0.408
H -3.015 3.044 0.858 0.131
H -2.855 2.871 2.681 0.471
H -3.852 0.245 2.227 0.330
H -4.355 1.038 0.649 0.099
H -6.117 2.325 1.554 0.282
H -5.006 2.933 2.878 0.531
H -6.562 1.808 4.304 0.376
H -5.214 0.583 4.100 0.265
H -7.849 -0.206 3.887 0.523
H -8.884 -0.331 1.722 0.356
H -8.137 1.370 1.737 0.439
H -7.126 0.666 -0.338 0.394
H -5.970 -0.383 0.642 0.146
H -8.943 -0.031 -1.329 0.330
H -8.353 -1.479 -2.288 0.326
H -10.505 -1.490 0.049 0.216
H -10.795 -1.683 -1.811 0.367
H -10.005 -3.061 -0.896 0.270
H -7.340 -4.708 -0.439 0.291
H -5.914 -3.434 -0.610 0.299
H -6.230 -4.213 1.017 0.278
H -7.154 -1.859 5.041 0.349
C 4.555 2.881 -4.379 -0.497
C 3.765 3.550 -5.483 -0.610
C 2.542 4.047 -4.737 -0.039
O 2.960 4.330 -3.395 -0.415
C 4.272 3.786 -3.196 -0.205
H 5.620 2.786 -4.597 0.401
H 4.153 1.881 -4.189 0.187
H 4.330 4.399 -5.881 0.270
H 3.518 2.885 -6.312 0.360
H 1.765 3.277 -4.691 -0.130
H 2.114 4.947 -5.187 0.287
H 4.979 4.622 -3.158 0.332
H 4.309 3.255 -2.242 0.015
C 10.975 -4.165 1.452 -0.527
C 10.099 -5.318 1.020 -0.608
C 8.873 -5.125 1.890 -0.379
O 8.746 -3.715 2.128 -0.300
C 9.956 -3.071 1.699 -0.483
H 11.728 -3.885 0.714 0.325
H 11.487 -4.417 2.386 0.264
H 9.830 -5.206 -0.035 0.278
H 10.565 -6.296 1.151 0.337
H 8.994 -5.619 2.860 0.276
H 7.962 -5.500 1.418 0.261
H 9.733 -2.522 0.778 0.296
H 10.281 -2.359 2.460 0.259
C -1.403 2.879 -3.998 -0.043
C -1.453 3.932 -2.917 -0.003
C -1.421 5.214 -3.722 -0.440
O -2.062 4.935 -4.975 -0.419
C -2.232 3.515 -5.097 -0.520
H -1.788 1.907 -3.684 0.362
H -0.371 2.746 -4.338 -0.149
H -2.399 3.857 -2.370 0.171
H -0.636 3.861 -2.197 0.064
H -0.393 5.525 -3.934 0.159
H -1.938 6.036 -3.221 0.303
H -3.298 3.294 -4.969 0.270
H -1.927 3.192 -6.095 0.314
```

***

# 3
Computed, not measured: 2 unconnected molecules or ions with the total composition C9H14, with ωB97M-V/def2-TZVPD.

Calculated values
Total charge = 0
Kohn-Sham gap = 10.033 eV
ΔE to the lowest compared entry with this formula, charge and spin = 13.4 kcal/mol
SMILES string = Cc1ccccc1.CC

XYZ file:
```
23
Properties=species:S:1:pos:R:3:nbo_charge:R:1
C 1.481 2.993 1.150 -0.629
C 0.716 1.870 0.491 -0.022
C 1.360 0.796 -0.126 -0.203
C 0.641 -0.245 -0.696 -0.215
C -0.738 -0.139 -0.784 -0.211
C -1.412 0.871 -0.131 -0.214
C -0.685 1.863 0.546 -0.205
H 1.272 3.044 2.210 0.220
H 1.245 3.976 0.727 0.218
H 2.549 2.881 0.957 0.214
H 2.437 0.788 -0.269 0.207
H 1.141 -0.983 -1.307 0.211
H -1.315 -0.832 -1.374 0.207
H -2.479 0.851 0.055 0.213
H -1.186 2.576 1.184 0.207
C -0.779 -3.317 0.457 -0.616
C -0.482 -3.345 -1.046 -0.611
H -1.188 -2.368 0.781 0.209
H -1.495 -4.094 0.708 0.200
H 0.045 -3.526 1.149 0.208
H -0.751 -4.360 -1.334 0.210
H 0.519 -3.016 -1.311 0.204
H -1.136 -2.689 -1.606 0.197
```

***

# 4
Computed, not measured: a molecular structure, C9H13N, with ωB97M-V/def2-TZVPD.

Calculated values
Total charge = 0
Kohn-Sham gap = 9.407 eV
ΔE to the lowest compared entry with this formula, charge and spin = 128.2 kcal/mol

XYZ file:
```
23
Properties=species:S:1:pos:R:3:nbo_charge:R:1
C -2.510 0.094 -2.694 -0.368
N -1.190 -0.295 -2.277 -0.661
H -0.790 -1.063 -2.870 0.355
C -0.252 0.847 -2.035 -0.200
C 1.250 0.459 -1.401 -0.339
C 0.874 0.201 0.208 -0.013
C 0.270 -0.903 0.636 -0.181
C 0.102 -1.499 1.850 -0.243
C 0.435 -0.571 2.872 -0.178
C 0.958 0.755 2.438 -0.212
C 1.041 0.886 1.262 -0.233
H 1.647 1.821 0.967 0.165
H 1.390 1.498 3.149 0.219
H 0.105 -0.748 3.902 0.202
H -0.321 -2.421 2.104 0.221
H -0.048 -1.708 -0.136 0.188
H 1.810 1.422 -1.429 0.222
H 1.463 -0.332 -1.763 0.172
H -0.113 1.218 -3.022 0.164
H -0.889 1.611 -1.263 0.193
H -2.937 -0.942 -2.788 0.198
H -2.502 0.593 -3.460 0.145
H -3.061 0.634 -1.911 0.183
```

***

# 5
Computed, not measured: 14 unconnected molecules or ions with the total composition C28H84O14, with ωB97M-V/def2-TZVPD.

Calculated values
Total charge = 0
Kohn-Sham gap = 9.655 eV
ΔE to the lowest compared entry with this formula, charge and spin = 29.8 kcal/mol

XYZ file:
```
126
Properties=species:S:1:pos:R:3:mulliken_charge:R:1
C -22.531 14.277 -12.279 -1.148
C -21.429 15.128 -11.664 0.525
O -21.873 16.486 -11.502 -0.421
H -23.463 14.428 -11.740 0.266
H -22.191 13.241 -12.275 0.260
H -22.718 14.591 -13.309 0.399
H -20.465 15.108 -12.179 -0.145
H -21.202 14.728 -10.672 0.030
H -21.828 16.881 -12.379 0.251
C -19.368 11.095 -6.498 -1.458
C -18.786 12.503 -6.523 0.813
O -18.628 12.956 -5.178 -0.566
H -18.760 10.396 -5.921 0.379
H -19.460 10.643 -7.488 0.235
H -20.356 11.146 -6.043 0.399
H -19.531 13.160 -6.987 0.329
H -17.886 12.586 -7.139 -0.410
H -19.075 13.797 -5.077 0.348
C -14.490 13.865 -13.536 -1.724
C -15.309 13.905 -12.256 0.910
O -16.043 15.134 -12.216 1.305
H -15.141 13.700 -14.396 0.368
H -13.711 13.103 -13.492 0.404
H -14.016 14.825 -13.736 0.287
H -14.613 13.856 -11.410 -0.316
H -16.007 13.064 -12.182 0.036
H -16.236 15.331 -11.275 -0.565
C -18.299 15.225 -14.661 -0.471
C -17.438 16.306 -15.331 -0.458
O -16.200 16.483 -14.670 -0.551
H -18.566 15.581 -13.660 -0.182
H -17.711 14.317 -14.555 0.125
H -19.244 15.060 -15.180 0.518
H -17.977 17.261 -15.349 0.241
H -17.236 16.000 -16.362 0.346
H -16.185 16.064 -13.783 0.090
C -15.830 19.188 -7.700 -0.862
C -15.463 17.964 -6.898 -0.248
O -15.226 16.906 -7.829 -0.248
H -16.738 19.070 -8.290 -0.058
H -15.002 19.455 -8.357 0.204
H -15.976 20.031 -7.019 0.471
H -16.230 17.696 -6.159 0.255
H -14.567 18.146 -6.294 0.355
H -14.799 16.196 -7.305 0.046
C -13.700 17.710 -12.169 -0.711
C -13.894 18.217 -10.744 0.244
O -13.804 19.633 -10.708 -0.644
H -12.742 18.012 -12.596 0.387
H -14.506 18.087 -12.798 0.336
H -13.681 16.617 -12.201 -0.225
H -13.135 17.871 -10.042 0.190
H -14.872 17.874 -10.385 -0.173
H -14.579 20.007 -11.153 0.430
C -15.829 14.867 -4.214 -1.325
C -15.729 14.447 -5.676 0.665
O -14.461 14.870 -6.227 -0.611
H -14.941 14.562 -3.655 0.337
H -16.719 14.407 -3.787 0.359
H -15.854 15.953 -4.110 0.286
H -16.530 14.932 -6.231 -0.308
H -15.829 13.365 -5.753 0.210
H -13.830 14.292 -5.784 0.346
C -15.718 11.826 -8.934 0.191
C -15.836 10.542 -8.132 -0.402
O -16.487 9.599 -8.990 -0.538
H -16.720 12.251 -9.056 -0.463
H -15.248 11.733 -9.908 0.455
H -15.212 12.634 -8.393 -0.142
H -16.397 10.646 -7.196 0.212
H -14.849 10.146 -7.856 0.357
H -16.836 8.889 -8.443 0.305
C -20.014 11.641 -10.799 -0.911
C -19.250 11.913 -12.088 0.902
O -18.994 10.714 -12.821 -0.620
H -20.965 11.137 -10.984 0.398
H -20.257 12.566 -10.267 0.084
H -19.465 11.005 -10.102 0.215
H -18.279 12.367 -11.865 -0.490
H -19.811 12.567 -12.756 0.046
H -18.174 10.329 -12.501 0.357
C -18.695 16.248 -9.886 0.652
C -17.851 15.214 -9.169 0.509
O -16.504 15.338 -9.582 0.701
H -19.764 16.137 -9.679 0.216
H -18.574 16.228 -10.968 -0.853
H -18.483 17.253 -9.512 -0.242
H -18.203 14.220 -9.469 -0.458
H -17.933 15.180 -8.080 0.168
H -16.006 15.928 -8.973 -0.613
C -12.545 14.529 -9.221 -0.705
C -11.620 15.075 -10.277 -0.012
O -10.259 14.758 -9.924 -0.584
H -12.243 14.805 -8.207 0.420
H -12.637 13.438 -9.147 0.571
H -13.578 14.863 -9.368 -0.270
H -11.687 16.160 -10.318 0.025
H -11.823 14.660 -11.270 0.151
H -10.264 13.833 -9.656 0.330
C -25.653 16.517 -9.114 -1.401
C -24.292 16.929 -9.656 0.268
O -23.341 16.101 -8.990 -0.572
H -26.418 17.128 -9.605 0.387
H -25.734 16.654 -8.037 0.324
H -25.914 15.485 -9.347 0.324
H -24.109 17.993 -9.470 0.096
H -24.219 16.746 -10.729 0.190
H -22.558 16.050 -9.550 0.314
C -17.681 18.865 -12.141 0.139
C -17.495 20.225 -11.471 -0.517
O -16.237 20.820 -11.820 -0.534
H -18.635 18.470 -11.777 -0.036
H -16.897 18.163 -11.848 -0.309
H -17.665 18.977 -13.223 0.337
H -17.551 20.133 -10.387 0.131
H -18.288 20.863 -11.873 0.426
H -16.376 21.457 -12.521 0.287
C -21.121 19.240 -9.272 -0.482
C -21.253 20.533 -10.037 -0.296
O -20.879 21.647 -9.224 -0.535
H -20.099 19.102 -8.921 0.115
H -21.329 18.425 -9.973 -0.039
H -21.865 19.115 -8.487 0.431
H -22.306 20.672 -10.334 0.377
H -20.698 20.501 -10.986 0.159
H -21.102 22.432 -9.736 0.299
```